[1]
# C9H18N4O6

A structure of composition C9H18N4O6 in a non-equilibrium geometry (ωB97M-V/def2-TZVPD, OMol25).

Results
LUMO energy = 0.0240 Eh
HOMO-LUMO gap = 8.3 eV

Each line ends with the natural charge from an NBO analysis.
Geometry (Å):
C 0.489 1.632 1.780  -0.154
C 0.302 0.106 1.642  0.776
C -0.785 2.125 2.684  -0.372
C -0.648 3.622 2.872  -0.519
C 0.709 4.301 2.845  0.686
C -0.382 -3.241 -3.272  -0.143
C -1.708 -2.491 -3.140  0.773
C 0.724 -2.384 -2.569  -0.498
C 0.618 -2.722 -1.116  0.656
H 0.855 3.140 0.531  0.402
H -0.360 2.271 0.000  0.358
H 1.339 1.889 2.254  0.200
H -0.815 1.582 3.637  0.221
H -1.640 1.965 2.213  0.201
H -1.294 3.981 3.586  0.220
H -1.012 4.018 1.925  0.233
H 2.268 4.766 3.892  0.387
H 1.040 4.278 4.844  0.388
H 0.901 0.539 -0.047  0.494
H -1.025 -3.969 -5.046  0.360
H -0.014 -2.826 -5.235  0.360
H -0.449 -4.168 -2.771  0.213
H 1.701 -2.680 -2.950  0.235
H 0.620 -1.302 -2.682  0.245
H 0.750 -4.143 0.181  0.397
H 0.988 -4.731 -1.362  0.377
H -3.071 -2.121 -1.944  0.496
N 0.573 2.201 0.390  -0.850
N 1.371 4.612 3.994  -0.780
N -0.225 -3.551 -4.682  -0.805
N 0.701 -4.000 -0.741  -0.804
O 0.066 -0.727 2.458  -0.588
O 1.119 4.649 1.719  -0.650
O 0.450 -0.250 0.324  -0.636
O -2.157 -1.659 -3.897  -0.603
O 0.453 -1.840 -0.253  -0.591
O -2.453 -2.870 -2.063  -0.683


[2]
# C9H18NO

The ion C9H18NO with charge +1 in a non-equilibrium geometry (ωB97M-V/def2-TZVPD, OMol25).

Results
SMILES = CC(C)=C1OCC[N@@H+]1C(C)C
LUMO energy = -0.1026 Eh
charge = +1
HOMO-LUMO gap = 10.0 eV

Each line ends with the natural charge from an NBO analysis.
Geometry (Å):
C -3.321 -0.152 0.450  -0.650
C -1.997 0.441 0.085  -0.033
C -2.054 1.816 -0.522  -0.632
C -0.988 -0.443 -0.020  0.405
O -0.959 -1.694 0.447  -0.487
C -0.147 -2.530 -0.385  -0.091
C 0.789 -1.456 -1.139  -0.288
N 0.493 -0.148 -0.569  -0.403
C 1.368 0.539 0.415  -0.042
C 2.634 1.070 -0.264  -0.642
C 1.689 -0.284 1.708  -0.588
H -4.201 0.213 -0.016  0.242
H -3.230 -1.312 0.293  0.241
H -3.615 -0.031 1.612  0.248
H -2.196 1.512 -1.647  0.248
H -2.833 2.297 -0.048  0.245
H -1.097 2.286 -0.229  0.211
H -0.811 -3.194 -1.138  0.230
H 0.478 -3.244 0.367  0.234
H 1.923 -1.531 -1.000  0.246
H 0.540 -1.606 -2.234  0.261
H 0.262 0.640 -1.146  0.450
H 0.661 1.221 0.851  0.224
H 3.513 0.450 0.002  0.241
H 2.465 0.918 -1.446  0.213
H 2.806 2.139 0.037  0.263
H 2.530 -0.963 1.482  0.208
H 0.898 -0.827 1.933  0.215
H 1.853 0.351 2.452  0.232


[3]
# C9H18NO11Sr

A structure of composition C9H18NO11Sr in a non-equilibrium geometry (ωB97M-V/def2-TZVPD, OMol25).

Results
LUMO energy = 0.0809 Eh
charge = -1
HOMO-LUMO gap = 7.1 eV

Each line ends with the natural charge from an NBO analysis.
Geometry (Å):
Sr -0.252 -0.719 0.123  1.837
O -3.126 -4.026 -0.713  -0.718
C -2.335 -2.924 -0.639  0.939
O -2.699 -1.980 0.105  -0.889
O -1.252 -2.922 -1.240  -0.760
H -3.960 -3.736 -0.321  0.472
O 1.628 -3.899 2.720  -0.709
C 1.137 -2.914 1.921  0.932
O 1.385 -2.934 0.691  -0.765
O 0.453 -2.010 2.448  -0.890
H 1.179 -3.573 3.530  0.476
O 3.182 -0.117 -3.026  -0.752
C 2.180 -0.882 -2.473  0.941
O 2.174 -2.105 -2.695  -0.736
O 1.192 -0.241 -2.001  -0.897
H 3.858 -0.748 -3.300  0.476
C -1.872 0.959 -2.636  -0.261
O -1.675 1.019 -1.233  -0.576
C -2.288 2.167 -0.697  -0.065
C -2.152 2.144 0.843  -0.243
N -0.901 1.471 1.264  -0.677
C 0.216 2.366 1.153  -0.249
C 1.462 1.599 1.673  -0.063
O 1.906 0.612 0.781  -0.574
C 3.196 0.075 0.953  -0.258
H -1.231 0.181 -3.052  0.245
H -1.517 1.884 -3.098  0.168
H -2.914 0.703 -2.843  0.171
H -3.329 2.038 -1.019  0.181
H -1.880 3.097 -1.107  0.163
H -3.073 1.753 1.273  0.217
H -2.135 3.199 1.145  0.165
H -1.018 1.217 2.239  0.381
H -0.020 3.219 1.805  0.167
H 0.464 2.807 0.186  0.223
H 1.136 1.062 2.574  0.171
H 2.181 2.388 1.919  0.175
H 3.226 -0.827 1.565  0.203
H 3.940 0.830 1.220  0.161
H 3.535 -0.233 -0.038  0.220


[4]
# C9H18O

An isolated molecule of C9H18O (ωB97M-V/def2-TZVPD, OMol25).

Results
SMILES = C=C(C)C[C@H](C)C(C)(C)O
LUMO energy = 0.0332 Eh
HOMO-LUMO gap = 10.2 eV

Each line ends with the natural charge from an NBO analysis.
Geometry (Å):
C 2.756 -0.794 0.431  -0.416
C 2.078 0.117 -0.247  0.047
C 2.527 0.604 -1.592  -0.646
C 0.820 0.750 0.282  -0.446
C -0.440 0.289 -0.486  -0.222
C -1.154 1.482 -1.121  -0.610
C -1.420 -0.558 0.361  0.269
C -2.095 0.245 1.480  -0.645
C -0.714 -1.784 0.955  -0.630
O -2.406 -1.001 -0.567  -0.731
H 3.655 -1.241 0.042  0.193
H 2.447 -1.132 1.406  0.190
H 3.394 0.049 -1.940  0.216
H 2.790 1.661 -1.534  0.215
H 1.728 0.504 -2.324  0.213
H 0.726 0.532 1.344  0.211
H 0.911 1.834 0.179  0.212
H -0.135 -0.379 -1.298  0.212
H -2.065 1.149 -1.611  0.229
H -1.406 2.230 -0.373  0.198
H -0.510 1.947 -1.865  0.206
H -1.358 0.758 2.090  0.212
H -2.772 0.980 1.054  0.220
H -2.670 -0.420 2.122  0.205
H -0.013 -1.499 1.732  0.208
H -0.176 -2.319 0.177  0.221
H -1.450 -2.458 1.393  0.202
H -3.045 -1.545 -0.093  0.465


[5]
# C9H18O9

A cluster of 3 separate species, C9H18O9 in total in a non-equilibrium geometry (ωB97M-V/def2-TZVPD, OMol25).

Results
SMILES = COC(=O)OC.COC(=O)OC.COC(=O)OC
LUMO energy = 0.0221 Eh
HOMO-LUMO gap = 11.2 eV

Each line ends with the natural charge from an NBO analysis.
Geometry (Å):
C -32.079 9.181 -17.365  -0.265
O -31.332 8.226 -18.015  -0.482
C -31.610 7.810 -19.211  0.992
O -32.272 8.476 -20.039  -0.649
O -31.080 6.537 -19.411  -0.518
C -30.954 5.919 -20.665  -0.254
H -33.098 9.431 -17.660  0.205
H -31.602 10.156 -17.259  0.191
H -32.263 8.866 -16.338  0.189
H -30.299 5.059 -20.522  0.201
H -30.673 6.495 -21.547  0.198
H -31.988 5.577 -20.694  0.193
C -33.044 -4.073 -8.966  -0.257
O -33.134 -2.731 -8.432  -0.508
C -32.748 -1.674 -9.198  0.988
O -32.174 -1.781 -10.292  -0.641
O -33.057 -0.534 -8.526  -0.491
C -32.997 0.686 -9.323  -0.274
H -33.406 -4.881 -8.331  0.204
H -32.000 -4.273 -9.205  0.195
H -33.619 -4.199 -9.883  0.190
H -33.212 1.531 -8.669  0.200
H -33.681 0.716 -10.171  0.196
H -32.040 1.107 -9.633  0.199
C -32.435 0.798 -15.351  -0.252
O -32.725 2.252 -15.501  -0.507
C -33.104 2.702 -16.688  0.981
O -32.809 2.365 -17.822  -0.653
O -33.850 3.756 -16.517  -0.495
C -34.370 4.413 -17.588  -0.248
H -31.935 0.778 -14.383  0.208
H -31.789 0.472 -16.166  0.205
H -33.361 0.224 -15.399  0.191
H -34.941 3.689 -18.169  0.189
H -33.594 4.936 -18.147  0.191
H -35.138 5.076 -17.190  0.190


[6]
# C9H18OS2

An isolated molecule of C9H18OS2 in a non-equilibrium geometry (ωB97M-V/def2-TZVPD, OMol25).

Results
LUMO energy (alpha / beta) = -0.0379 / 0.0271 Eh
HOMO-LUMO gap (alpha / beta) = 5.7 / 8.7 eV

Each line ends with the natural charge from an NBO analysis.
Geometry (Å):
C -0.376 1.199 -0.446  -0.407
C -1.588 0.556 -1.054  -0.501
C 1.032 0.645 -0.941  -0.489
C -2.442 -0.009 -0.077  0.139
C 1.785 -0.060 0.159  -0.369
C -2.121 -1.229 0.738  -0.694
C -3.589 0.899 0.405  -0.658
C 0.842 -2.565 -0.864  -0.722
C 3.695 1.159 1.740  -0.856
O 4.017 0.690 -0.910  -0.977
S 1.152 -1.550 0.733  0.228
S 3.607 0.015 0.279  1.317
H -0.122 2.288 -0.536  0.234
H -0.351 0.904 0.652  0.214
H -2.328 1.269 -1.528  0.226
H -1.433 -0.280 -1.873  0.202
H 0.788 -0.035 -1.719  0.208
H 1.684 1.369 -1.381  0.240
H -2.159 -2.102 0.140  0.210
H -2.811 -1.288 1.721  0.211
H -1.081 -1.156 0.870  0.227
H -4.107 0.336 1.145  0.210
H -4.141 1.179 -0.447  0.206
H -3.180 1.798 0.749  0.204
H 1.682 -3.171 -1.291  0.231
H 0.449 -1.749 -1.628  0.219
H 0.070 -3.290 -0.532  0.226
H 3.411 2.261 1.647  0.236
H 4.768 1.182 1.907  0.237
H 2.848 0.736 2.341  0.247


Listing DFT total energy for the structures above in their given order: -1024.08617; -483.34703; -1267.10114; -428.94678; -1030.82375; -1225.08392 hartree.